No. 1
C23H52AlNO4PS2 | ωB97M-V with the def2-TZVPD basis set

Last column: Mulliken charge in e.
CARTESIAN COORDINATES (ANGSTROEM)
S: -6.695 -3.310 -4.341  1.09
S: 8.775 -2.675 -1.169  1.13
P: -4.799 2.740 4.437  0.27
Al: -4.795 3.601 2.281  0.00
O: 10.013 -2.246 -1.785  -0.68
O: -6.029 -3.821 -5.523  -0.70
O: -5.965 -2.809 -3.196  -0.59
O: 7.714 -1.747 -0.832  -0.66
N: -4.461 1.133 4.403  -0.85
C: -1.789 3.999 1.544  -0.63
C: 8.718 -5.259 -1.559  -0.59
C: 7.580 1.843 0.901  -0.41
C: 9.167 -3.665 0.266  -0.30
C: -7.870 -4.524 -3.775  -0.73
C: -9.115 -3.715 -3.441  -0.34
C: -3.142 3.139 1.159  -0.44
C: 8.675 -5.078 -0.042  -0.76
C: 4.862 2.238 0.650  -0.35
C: -7.112 -0.970 -0.282  -0.72
C: 3.606 2.992 1.451  -0.52
C: -0.496 3.325 0.745  -0.47
C: -7.498 0.463 0.428  -0.41
C: 7.472 -0.649 1.989  -0.65
C: -9.271 -2.707 -4.578  -0.64
C: 0.959 3.780 1.353  -0.52
C: 2.245 3.108 0.540  -0.51
C: -7.899 -2.083 -4.829  -0.62
C: 8.090 -4.002 -2.142  -0.72
C: 7.963 0.925 2.219  -0.39
C: -6.211 1.202 1.172  -0.38
C: -6.452 2.836 1.325  -0.48
C: 6.300 2.845 1.242  -0.75
H: -4.929 5.176 2.368  -0.35
H: -0.665 2.148 0.827  0.28
H: 4.820 1.054 0.787  0.22
H: 6.598 -0.919 2.744  0.28
H: 8.327 -3.852 -3.197  0.38
H: 1.002 3.590 2.512  0.30
H: -7.757 -1.835 -5.884  0.34
H: 7.397 1.292 3.201  0.24
H: -8.147 -1.517 -0.502  0.17
H: 8.394 -1.369 2.227  0.14
H: 1.083 4.956 1.200  0.21
H: 6.215 3.095 2.404  0.31
H: 4.859 2.487 -0.514  0.29
H: -7.966 1.237 -0.316  0.27
H: -2.921 1.991 1.209  0.26
H: 9.760 -5.347 -1.891  0.29
H: 7.337 1.182 -0.063  0.19
H: 3.468 2.376 2.448  0.25
H: -6.121 0.683 2.243  0.13
H: -1.927 5.079 1.054  0.18
H: 8.184 -6.159 -1.876  0.35
H: 7.006 -3.999 -1.995  0.36
H: -3.378 3.410 0.021  0.20
H: -6.133 2.876 4.980  0.01
H: -8.060 -5.217 -4.600  0.36
H: 1.934 2.063 0.090  0.27
H: 8.668 -3.247 1.143  0.08
H: -5.197 1.064 0.604  0.16
H: 10.251 -3.641 0.408  0.38
H: 2.498 3.828 -0.374  0.23
H: -9.611 -3.226 -5.482  0.31
H: 4.036 4.069 1.729  0.24
H: -3.847 3.416 5.312  0.02
H: 9.127 0.971 2.401  0.30
H: 8.548 2.484 0.632  0.34
H: -6.491 -1.700 0.389  0.26
H: 7.642 -5.194 0.309  0.31
H: 7.075 -0.845 0.904  0.14
H: -7.745 -1.193 -4.213  0.36
H: -6.626 3.362 0.293  0.26
H: -1.628 4.100 2.699  0.28
H: -9.996 -4.356 -3.342  0.33
H: -8.265 0.207 1.297  0.25
H: -0.563 3.717 -0.361  0.17
H: 9.282 -5.829 0.472  0.35
H: -8.974 -3.184 -2.492  0.12
H: -7.356 2.952 2.083  0.11
H: 6.505 3.843 0.636  0.24
H: -6.493 -0.832 -1.286  0.20
H: -4.281 0.854 3.406  0.25
H: -7.466 -5.064 -2.917  0.40
H: -10.015 -1.941 -4.340  0.32

Cartesian forces, eV/Å:
0.476 -0.071 0.039
-0.252 0.395 -0.082
0.573 -2.001 -0.178
-0.266 0.329 -1.909
-0.445 0.089 0.208
0.047 0.224 0.475
-0.090 -0.290 -0.645
0.691 -0.243 -0.635
0.094 0.340 -0.900
-0.043 -0.051 -1.548
0.154 -0.225 -0.078
0.230 0.534 0.560
0.170 -0.297 0.650
-0.363 -0.411 0.220
-0.166 0.072 0.250
1.175 0.167 -0.688
-0.146 -0.294 0.162
0.374 0.448 0.326
-0.584 0.071 -0.448
0.967 -0.290 -0.545
-0.182 0.360 0.883
0.905 -0.383 0.844
0.105 -0.071 0.654
-0.346 0.014 -0.129
0.198 0.564 -0.547
-0.045 0.405 0.205
-0.384 0.565 -0.253
-0.198 -0.420 -0.356
-0.538 -0.758 -0.308
-0.728 0.240 0.005
-0.495 -1.572 0.878
0.044 -0.107 -1.140
0.004 0.604 0.159
0.680 2.514 -0.418
0.056 2.598 -0.288
1.875 0.540 -1.500
-0.025 0.183 0.162
-0.005 0.129 -2.273
0.189 -0.044 0.226
1.393 -0.463 -2.240
2.221 0.967 0.154
-2.090 1.427 -0.575
-0.414 -2.415 0.472
0.276 -0.630 -2.558
-0.174 -0.618 2.479
0.761 -1.689 1.258
-0.153 1.946 -0.185
-0.143 0.016 -0.010
0.493 1.334 2.262
-0.038 1.376 -1.961
0.006 1.307 -2.287
0.257 -2.132 1.444
0.087 0.135 0.019
0.150 0.095 -0.005
0.415 -0.729 2.243
0.766 0.562 0.423
0.111 0.104 0.072
0.707 1.992 1.016
0.147 0.110 -0.250
-1.940 -0.082 0.820
-0.161 0.125 -0.113
-0.525 -1.635 1.845
0.048 0.056 0.114
-1.223 -2.205 -0.529
-1.063 -0.086 0.027
-2.412 -0.157 -0.301
-2.189 -1.226 0.550
-1.161 1.612 -1.005
0.148 0.023 -0.058
1.001 0.488 2.371
0.115 -0.195 -0.037
0.022 -1.090 1.845
-0.146 -0.275 -2.149
0.129 0.079 0.009
1.364 0.731 -1.903
0.128 -1.141 2.002
-0.108 0.133 -0.051
0.010 -0.104 -0.103
1.376 0.020 -1.840
-0.580 -1.859 1.498
-1.440 -0.261 2.097
-0.150 0.488 1.317
0.137 0.115 -0.162
0.132 -0.108 -0.056

Frontier orbital gap (eV): 6.0
Total charge: -1
Spin multiplicity: 1

No. 2
C21H54O18S5V | ωB97M-V with the def2-TZVPD basis set

Last column: Mulliken charge in e.
CARTESIAN COORDINATES (ANGSTROEM)
V: -0.701 0.444 0.075  0.40
S: 0.893 3.693 0.436  0.71
S: -2.808 1.388 2.694  1.06
S: 4.019 -1.202 -0.985  1.03
S: 1.559 -0.576 2.650  0.93
S: 1.557 -5.348 -2.201  1.15
O: 0.527 2.275 0.266  0.00
O: 4.832 -0.024 -0.068  -0.45
O: -3.034 3.001 2.493  -0.38
O: 0.617 -6.439 -1.943  -0.64
O: 1.593 4.217 1.614  -0.68
O: 1.669 4.277 -0.943  -0.43
O: 2.846 0.022 3.110  -0.66
O: 0.119 0.026 -1.175  0.43
O: 4.555 -2.420 -0.406  -0.64
O: -1.965 1.892 -1.088  -0.56
O: 2.623 -0.961 -0.859  -0.34
O: -1.594 -1.535 0.290  -0.47
O: 0.809 0.013 1.518  0.13
O: 2.520 -5.376 -3.243  -0.60
O: 0.527 -0.770 3.999  -0.45
O: 0.543 -4.042 -2.395  -0.30
O: -2.838 0.977 4.107  -0.66
O: -1.637 1.049 1.912  0.26
C: -1.163 -1.826 5.260  -1.65
C: -1.107 3.726 3.792  -0.88
C: -2.485 -2.605 0.365  0.82
C: 1.002 4.042 -2.158  0.96
C: -0.610 -1.452 3.924  1.47
C: 4.654 -0.887 -2.719  -0.77
C: 2.359 -4.821 -0.598  -0.39
C: -2.666 1.895 -2.329  0.66
C: -4.203 1.943 -2.126  -1.40
C: -2.130 0.788 -3.225  -1.13
C: 1.906 3.263 -3.064  -1.08
C: 1.798 -2.428 2.196  -0.56
C: -4.388 0.721 1.924  -0.66
C: 0.281 -3.166 -4.691  -1.42
C: -1.850 -3.944 0.462  -1.20
C: 5.081 2.419 0.711  -1.48
C: -2.489 3.937 3.469  -0.52
C: 0.875 -2.985 -3.272  1.01
C: -3.519 -2.554 -0.720  -1.39
C: -0.590 4.683 0.334  -0.22
C: 4.138 1.212 0.237  0.95
H: -3.196 -2.489 1.182  -0.12
H: -0.306 5.734 0.381  0.43
H: 5.623 2.210 1.633  0.38
H: -0.759 -2.828 5.406  0.43
H: 5.729 -1.018 -2.845  0.37
H: 1.817 -5.247 0.247  0.37
H: 4.255 0.081 -3.020  0.21
H: -0.674 -2.360 3.325  -0.02
H: -1.016 3.004 4.604  0.41
H: -2.784 4.897 3.043  0.38
H: -1.052 -3.954 1.205  0.10
H: -2.251 -1.768 5.241  0.33
H: 0.338 -2.148 -2.825  -0.01
H: -2.507 0.893 -4.242  0.53
H: 3.467 1.118 1.092  -0.35
H: 1.907 -2.636 -3.294  -0.43
H: -2.621 -4.648 0.776  0.49
H: -4.531 1.037 -1.617  0.12
H: 0.062 -2.296 -5.310  0.37
H: -3.045 -2.841 -1.658  0.27
H: 1.924 -2.909 3.166  0.58
H: 2.907 3.671 -3.208  0.33
H: 4.669 3.400 0.949  0.36
H: -3.849 -1.554 -1.001  0.11
H: -3.180 3.967 4.311  0.36
H: -1.147 4.257 1.169  -0.12
H: -0.567 4.657 3.969  0.33
H: -2.540 2.908 -2.711  0.14
H: 0.701 -3.933 -5.341  0.38
H: 2.238 -3.738 -0.575  -0.32
H: -1.061 4.396 -0.606  0.09
H: 1.936 2.287 -2.580  -0.03
H: -4.332 -3.268 -0.592  0.41
H: -2.291 -0.203 -2.800  0.04
H: 4.013 -1.586 -3.256  0.26
H: -4.499 2.763 -1.472  0.33
H: -0.471 3.487 2.939  0.01
H: -4.317 1.113 0.909  0.03
H: -1.089 0.965 -3.496  0.16
H: -4.855 2.191 -2.964  0.42
H: -1.314 -0.912 3.291  -0.60
H: 3.359 -5.255 -0.619  0.47
H: -5.227 1.030 2.547  0.46
H: -4.295 -0.364 1.947  0.19
H: 0.121 3.431 -1.962  -0.71
H: 3.648 1.529 -0.683  -0.02
H: 2.662 -2.382 1.532  0.42
H: 1.652 3.093 -4.110  0.44
H: -0.612 -3.749 -4.464  0.37
H: 5.828 2.747 -0.011  0.39
H: 0.642 4.959 -2.625  0.36
H: 0.863 -2.783 1.764  -0.25
H: -1.324 -4.321 -0.415  0.07
H: -0.779 -1.172 6.043  0.35

Cartesian forces, eV/Å:
-1.640 -1.370 -3.313
-0.322 1.508 -0.392
-2.180 -0.025 1.520
3.078 0.923 2.258
0.206 -1.733 0.253
-2.995 0.397 2.401
1.298 2.534 0.469
-0.545 -0.737 -0.817
0.030 -1.979 0.091
1.800 1.418 -0.528
-0.345 -1.757 -2.266
0.127 -0.621 3.119
-3.941 -1.267 -1.018
-0.088 0.272 0.553
-0.348 0.983 -1.325
0.232 -1.047 1.242
-0.404 0.117 -0.714
1.083 1.445 0.351
1.463 -0.568 2.401
0.467 -0.034 -0.503
5.801 2.451 -1.086
1.348 -1.817 0.072
0.440 1.160 -2.215
-0.615 0.341 0.665
0.612 0.016 0.420
2.579 0.231 0.199
-0.837 2.105 -0.146
-1.171 -0.455 -1.587
-4.708 -1.194 -2.565
-1.740 -0.283 1.256
-0.831 -0.781 -1.091
-0.065 0.373 1.271
-0.086 -0.394 0.833
-0.094 1.031 -1.031
0.827 -0.938 -0.322
-0.396 2.159 0.921
2.001 0.688 0.316
-0.494 -1.858 0.495
0.765 -0.834 0.448
0.886 -0.771 -0.403
-3.122 0.903 -0.399
-0.595 1.868 -1.281
0.407 -0.363 -2.463
0.422 -1.235 -0.344
0.601 2.174 0.280
0.390 0.042 1.504
-0.108 -0.228 0.252
0.032 -0.599 -0.054
-0.554 -0.104 0.775
-0.318 -0.081 0.292
-0.247 -0.124 -0.304
0.395 0.223 0.294
1.304 -0.546 -0.149
0.495 0.102 -0.156
0.691 0.081 -0.638
-0.134 0.125 0.510
0.131 -0.313 0.103
-0.019 0.130 0.040
-0.973 -0.413 -0.033
-0.299 -0.590 -0.504
0.350 -0.738 0.290
0.136 -0.319 -0.082
-0.279 -0.259 -0.201
0.057 0.188 0.566
0.210 -0.353 -0.333
0.527 -0.005 -0.176
0.133 0.216 0.769
-1.410 -0.409 -0.150
-0.368 0.179 0.796
0.292 -0.704 0.489
-0.405 0.581 -0.140
-0.428 0.283 1.038
0.850 0.130 -0.839
1.172 0.250 0.098
0.631 -0.131 -0.069
-0.325 0.108 0.204
0.575 -0.279 -0.253
-0.204 0.206 0.248
0.063 0.050 -0.105
0.510 -0.382 -0.275
0.606 0.141 0.521
-0.393 -0.996 -0.114
-0.511 -0.063 -0.038
0.440 -0.202 0.941
0.431 -0.659 -0.698
-0.326 0.624 0.501
0.079 0.599 -0.025
0.222 0.315 -0.236
0.274 0.055 -0.082
-0.191 -0.147 -0.169
-0.438 0.087 0.246
-0.102 -0.385 0.100
-1.061 0.184 0.163
-0.853 0.704 -0.083
0.191 -0.669 -0.372
0.234 0.419 0.411
0.172 0.346 -0.411
-0.433 0.252 -0.504
-0.128 0.042 0.011

Frontier orbital gap (spin up / spin down) (eV): 8.1 / 8.2
ΔE to the lowest compared entry with this formula, charge and spin (kJ/mol): 433.3
Expectation value of S²: 0.775
Spin multiplicity: 2

No. 3
C22H32N2O3 | ωB97M-V with the def2-TZVPD basis set

Last column: Mulliken charge in e.
CARTESIAN COORDINATES (ANGSTROEM)
O: -2.405 1.403 -3.000  -0.57
O: 2.145 0.333 -3.084  -0.71
O: -1.069 -0.494 -1.117  -0.60
N: 1.528 -0.513 -0.940  0.34
N: -2.332 0.921 -0.044  0.65
C: 1.508 0.487 -1.994  0.56
C: -3.379 1.740 2.049  0.34
C: 0.927 1.749 -1.672  -0.26
C: 1.095 -0.349 0.259  -1.36
C: 4.523 -2.575 -1.890  -1.74
C: -2.457 2.013 0.899  -0.51
C: -1.118 0.373 -0.354  0.47
C: 3.938 -1.841 -0.723  0.48
C: 0.669 1.895 -0.311  -1.30
C: 5.863 -2.750 -1.312  -0.76
C: -3.445 0.679 -0.648  -0.91
C: 2.434 -1.810 -1.267  -2.18
C: -5.008 0.945 4.057  -0.46
C: 6.088 -3.701 0.041  -0.92
C: 5.170 -2.810 0.910  -0.69
C: 3.805 -2.727 0.452  -1.29
C: 0.001 0.696 0.214  0.34
C: -3.894 -0.063 3.788  -0.72
C: -3.078 0.393 2.853  -0.55
C: -5.074 2.215 3.756  -0.55
C: -4.354 2.471 2.529  0.11
C: -3.635 1.449 -2.059  -0.71
H: 4.059 -3.536 -2.114  0.36
H: -3.717 2.590 -1.939  0.21
H: -1.496 2.353 1.257  0.24
H: 4.205 -0.949 -0.652  0.74
H: -5.863 3.003 3.911  0.35
H: -3.920 -0.922 4.322  0.56
H: 2.119 0.078 1.054  0.15
H: 3.069 -2.270 1.172  0.33
H: -2.727 3.027 0.493  0.37
H: -0.023 1.719 -2.388  0.07
H: 0.742 -1.323 0.621  0.50
H: 1.610 -2.401 -1.018  0.89
H: 5.100 -3.277 1.957  0.37
H: 5.446 -4.623 -0.040  0.30
H: -4.297 1.123 -2.706  0.53
H: -2.105 0.340 -2.683  0.42
H: -4.231 0.994 -0.087  0.58
H: 6.406 -1.879 -1.109  0.46
H: 1.546 2.108 0.217  0.62
H: -0.079 0.839 1.570  0.34
H: 7.002 -3.700 0.449  0.54
H: 6.776 -3.385 -1.988  0.23
H: 0.050 2.841 0.069  0.30
H: 3.367 -3.566 0.505  0.75
H: 5.484 -1.701 1.248  0.27
H: 2.305 -1.854 -2.365  0.31
H: 4.539 -2.233 -2.695  1.29
H: -2.334 -0.138 2.359  0.42
H: -4.326 3.636 2.104  0.13
H: 1.549 2.548 -2.247  0.48
H: -3.531 -0.666 -0.872  0.11
H: -5.462 0.748 5.049  0.28

Cartesian forces, eV/Å:
-0.050 -5.210 3.664
-2.094 -0.176 3.044
-1.053 -5.659 -5.751
5.373 -0.602 -9.659
5.221 3.488 4.168
4.395 -3.644 -1.172
2.082 -5.164 1.984
-1.669 2.512 -6.936
0.249 0.892 5.845
1.554 -6.435 12.404
0.256 2.311 0.649
-7.975 0.527 0.057
-9.882 -8.539 -4.421
-2.857 4.742 4.095
7.089 -6.594 -1.614
-3.860 -5.554 -7.963
-2.183 4.617 -1.402
1.213 -3.907 5.544
-7.502 3.649 -2.574
2.052 0.008 6.802
1.967 7.378 1.744
8.527 2.858 11.594
-3.089 5.564 -1.452
-0.832 3.038 -3.290
-0.772 2.458 -4.622
0.160 6.206 -0.258
5.539 3.126 1.836
-0.305 -0.309 0.801
-0.283 -1.692 0.322
0.475 -0.744 0.483
2.807 7.568 1.301
0.892 -1.334 0.922
0.308 -2.561 1.341
-3.005 -1.084 -1.446
1.193 0.598 -0.024
-0.528 -1.066 -0.603
1.271 0.350 1.612
-0.028 0.205 0.683
-0.180 -2.637 1.551
0.404 0.319 -0.884
1.514 0.402 -0.116
-4.136 -1.839 -2.213
-0.663 4.422 -1.846
-2.579 0.365 1.698
0.347 1.638 0.319
1.627 -0.260 0.961
-0.348 0.009 -3.921
3.513 -0.562 0.815
-2.773 1.919 0.718
0.900 -1.555 -1.623
-3.007 -6.821 -1.738
0.171 -2.336 -1.350
0.841 0.359 0.394
0.303 6.717 -12.273
1.608 -1.189 -0.222
-0.692 -3.045 0.795
-0.888 -1.223 1.455
-0.031 4.062 0.546
-0.588 -0.568 -0.776

Frontier orbital gap (eV): 8.7
ΔE to the lowest compared entry with this formula, charge and spin (kJ/mol): 1716.1
Spin multiplicity: 1

Computed M, in the same sequence as the records: 528.76, 805.92, 372.51 Da.